The following is a quantum chemistry calculation of one molecule with the formula C4H4N2O3S at a distorted geometry, from OMol25.

CARTESIAN COORDINATES (ANGSTROEM)
1 O -1.757 1.055 1.263
2 S -1.499 0.901 -0.158
3 O -2.470 1.289 -1.108
4 N -0.041 1.601 -0.624
5 C 1.025 0.775 0.103
6 C 0.492 -0.587 0.062
7 C 1.038 -1.874 0.216
8 N 0.097 -2.756 0.082
9 O -1.016 -2.189 -0.208
10 C -0.799 -0.725 -0.402
11 H 0.026 2.614 -0.538
12 H 1.019 1.314 1.043
13 H 2.002 0.903 -0.427
14 H 1.882 -2.321 0.696

Summary:
Strongest force on any atom   5.23 eV/A
LUMO   -0.1 eV
SMILES   O=S1(=O)NCc2cnoc21
Total energy   -24166.3277 eV

These are the natural (NBO) partial charges, in e, on atoms 1 to 2: -0.9069 2.2799